# 1
Molecular formula: C24H63FINO12S9
Method: DFT, ωB97M-V/def2-TZVPD

- Net charge: 0
- E: -160298.5523 eV
- HOMO-LUMO gap: 8.76 eV

Structure (XYZ):
```
111
Properties=species:S:1:pos:R:3:forces:R:3:mulliken_charge:R:1
C 3.851 0.461 1.896 -0.13 -0.10 0.47 -1.127
C 3.054 1.529 1.222 0.24 -0.03 0.12 0.959
O 3.159 1.772 0.057 0.07 0.17 -0.70 -0.604
O 2.186 2.274 1.944 -0.43 -0.27 0.21 -0.325
C 1.653 1.720 3.155 0.33 0.29 0.45 -0.507
C 0.579 2.659 3.654 0.19 0.18 -0.33 -1.120
C -0.625 2.843 2.743 -0.19 0.07 0.62 -0.921
N -1.309 1.558 2.428 -0.11 -0.01 -1.04 0.153
C -0.717 0.851 1.234 -0.08 -0.27 0.32 -1.006
C -0.335 -0.625 1.518 0.14 0.48 0.66 -0.347
C -0.747 -1.163 2.885 0.05 -0.42 -0.25 -1.398
I -1.128 -1.924 0.024 0.12 -0.02 -0.19 0.122
S -2.883 1.917 2.113 -0.15 0.95 0.56 1.029
O -3.013 2.794 0.993 -0.07 -0.46 -0.12 -0.649
O -3.569 2.267 3.308 0.10 -0.31 -0.01 -0.617
F -3.368 0.511 1.681 -0.03 -0.13 -0.06 -0.165
H 3.816 0.480 2.978 -0.02 0.01 0.03 0.370
H 3.447 -0.505 1.598 0.14 -0.10 -0.05 0.248
H 4.892 0.529 1.596 -0.04 -0.02 -0.27 0.386
H 2.438 1.661 3.910 0.02 0.02 0.03 0.591
H 1.287 0.707 3.007 -0.03 -0.03 -0.15 0.262
H 1.039 3.646 3.746 0.00 0.02 0.11 0.424
H 0.283 2.349 4.655 -0.17 -0.11 -0.02 0.422
H -0.383 3.399 1.837 0.15 -0.20 -0.14 0.400
H -1.338 3.460 3.291 -0.02 0.01 0.01 0.604
H -1.406 0.891 0.395 0.00 0.16 -0.08 1.013
H 0.171 1.406 0.946 0.01 0.04 -0.07 0.263
H 0.750 -0.680 1.456 0.00 -0.31 -0.28 0.260
H -0.411 -0.523 3.696 -0.10 0.14 0.03 0.332
H -0.282 -2.140 3.019 0.00 -0.02 0.02 0.516
H -1.823 -1.318 2.938 -0.05 0.20 0.16 0.396
C -6.993 1.678 1.006 -0.03 0.05 -0.10 -0.890
S -7.251 0.857 2.585 0.20 -0.05 0.06 0.562
O -8.541 0.126 2.511 -0.08 0.06 -0.07 -0.662
C -7.549 2.361 3.522 0.00 0.11 0.02 -0.925
H -6.825 0.913 0.250 0.01 -0.04 0.03 0.273
H -7.879 2.260 0.749 -0.02 -0.02 0.02 0.480
H -6.117 2.325 1.075 0.01 -0.02 0.02 0.201
H -8.399 2.892 3.093 -0.01 -0.03 -0.02 0.331
H -6.652 2.980 3.499 0.02 -0.03 0.01 0.299
H -7.770 2.073 4.547 0.00 -0.04 0.00 0.328
C -4.336 3.029 -2.055 -0.01 0.09 0.03 -0.490
S -5.062 1.519 -2.692 -0.06 0.03 0.05 0.583
O -3.990 0.487 -2.719 0.09 0.01 -0.01 -0.658
C -5.264 2.111 -4.372 -0.08 0.05 -0.14 -0.435
H -4.082 2.867 -1.010 -0.01 -0.03 -0.03 -0.086
H -3.433 3.261 -2.621 0.00 -0.03 -0.02 0.337
H -5.061 3.840 -2.139 -0.01 -0.01 -0.03 0.392
H -4.296 2.408 -4.775 0.01 0.00 0.03 -0.078
H -5.949 2.959 -4.374 0.02 0.02 0.03 0.091
H -5.677 1.300 -4.969 0.00 -0.03 0.03 0.426
C -1.773 3.892 -6.513 0.04 -0.02 0.07 -0.847
S -2.742 4.067 -8.015 0.08 0.03 -0.02 0.397
O -4.170 4.102 -7.603 -0.10 -0.05 0.07 -0.545
C -2.426 2.413 -8.638 0.02 -0.09 -0.01 -0.920
H -1.875 4.813 -5.944 -0.02 0.02 -0.02 0.323
H -2.151 3.051 -5.931 -0.02 -0.01 -0.03 0.153
H -0.726 3.736 -6.775 0.00 0.01 -0.01 0.408
H -2.761 1.678 -7.906 -0.02 0.03 0.02 0.271
H -1.360 2.299 -8.837 0.00 0.01 -0.01 0.385
H -2.986 2.295 -9.563 -0.01 0.03 0.00 0.310
C -7.346 4.529 -6.522 0.03 -0.19 -0.04 -0.609
S -7.724 6.059 -5.673 0.04 0.03 -0.02 0.482
O -7.224 5.900 -4.280 0.00 -0.07 0.07 -0.607
C -9.505 5.820 -5.614 -0.08 -0.03 0.01 -0.931
H -6.264 4.456 -6.617 0.03 0.06 -0.06 0.073
H -7.721 3.693 -5.930 -0.06 0.04 0.02 0.269
H -7.802 4.526 -7.512 0.02 0.05 -0.01 0.414
H -9.729 4.888 -5.096 0.04 0.00 0.01 0.296
H -9.900 5.800 -6.630 0.01 0.01 -0.01 0.341
H -9.935 6.658 -5.070 0.03 0.02 0.01 0.329
C 4.182 4.374 -1.350 -0.10 0.10 -0.06 -0.476
S 5.785 5.068 -0.953 0.03 -0.07 -0.01 0.505
O 5.566 6.118 0.075 -0.02 0.05 0.01 -0.625
C 6.027 5.917 -2.520 -0.01 0.03 -0.08 -0.915
H 3.823 3.830 -0.482 0.04 0.01 -0.04 -0.159
H 3.489 5.180 -1.596 0.06 0.04 0.01 0.359
H 4.280 3.683 -2.187 0.02 -0.04 0.03 0.339
H 5.208 6.618 -2.681 -0.01 -0.01 0.04 0.289
H 6.071 5.184 -3.325 0.01 -0.01 0.00 0.327
H 6.970 6.457 -2.464 0.01 -0.01 0.04 0.330
C 4.290 -3.118 6.062 -0.05 -0.03 0.06 -1.024
S 4.931 -2.693 4.438 0.02 -0.01 -0.02 0.425
O 3.935 -1.771 3.813 -0.05 -0.06 0.10 -0.487
C 4.687 -4.299 3.691 -0.14 0.03 0.09 -0.968
H 4.316 -2.222 6.678 0.02 0.02 -0.03 0.326
H 3.264 -3.471 5.964 0.00 0.01 -0.04 0.306
H 4.921 -3.887 6.507 0.01 0.00 0.00 0.386
H 3.632 -4.569 3.758 0.00 0.04 0.02 0.368
H 5.308 -5.036 4.197 0.05 -0.01 -0.04 0.377
H 4.990 -4.241 2.651 0.06 0.00 -0.02 0.292
C 4.660 -7.917 0.409 -0.06 0.01 -0.08 -0.931
S 6.281 -7.302 0.876 0.06 -0.05 -0.02 0.489
O 6.053 -6.169 1.820 -0.04 -0.06 -0.04 -0.535
C 6.685 -6.582 -0.715 0.00 0.04 -0.09 -1.021
H 4.208 -8.374 1.286 0.03 -0.01 0.02 0.297
H 4.043 -7.088 0.063 0.03 0.03 0.02 0.337
H 4.773 -8.667 -0.374 0.01 -0.02 0.02 0.388
H 5.928 -5.845 -0.983 -0.01 0.00 0.04 0.315
H 6.738 -7.371 -1.464 0.01 -0.01 0.01 0.393
H 7.655 -6.099 -0.622 0.01 -0.01 0.04 0.323
C 5.802 -9.462 3.946 -0.10 -0.01 0.05 -0.518
S 7.313 -10.384 3.641 0.05 0.04 0.02 0.518
O 7.066 -11.209 2.432 -0.05 -0.03 -0.05 -0.617
C 7.157 -11.475 5.060 -0.03 -0.05 0.08 -0.927
H 5.697 -8.754 3.128 0.01 0.06 0.06 -0.183
H 4.954 -10.147 3.960 0.04 -0.04 -0.02 0.342
H 5.877 -8.924 4.891 0.03 0.03 -0.02 0.357
H 6.214 -12.019 4.999 0.00 0.01 -0.04 0.296
H 7.204 -10.887 5.977 0.02 0.01 0.00 0.333
H 7.989 -12.175 5.031 0.02 0.01 -0.03 0.335
```
Forces are in eV/Å.



# 2
Molecular formula: C24H63N15O39
Method: DFT, ωB97M-V/def2-TZVPD

- Net charge: 0
- E: -128066.9899 eV
- HOMO-LUMO gap: 9.74 eV

Structure (XYZ):
```
141
Properties=species:S:1:pos:R:3:forces:R:3:mulliken_charge:R:1
C -10.170 -23.328 9.706 0.91 -0.78 -1.50 -0.643
O -10.567 -22.076 10.097 -1.71 3.21 1.19 -0.335
C -11.155 -21.121 9.318 0.55 -1.76 -3.88 0.696
O -11.510 -21.314 8.109 0.83 0.83 4.56 -0.541
O -11.095 -19.982 9.990 -0.40 0.28 0.60 -0.251
C -11.834 -18.810 9.552 -0.43 -0.29 -0.83 0.032
H -9.808 -23.855 10.589 -0.38 0.03 -0.01 0.216
H -9.306 -23.160 9.063 0.10 -0.54 -0.32 0.311
H -10.932 -23.879 9.155 -0.04 -0.04 0.15 0.286
H -12.596 -19.171 8.861 0.10 0.40 -0.19 0.279
H -11.186 -18.057 9.102 0.26 -0.51 -0.37 0.045
H -12.321 -18.253 10.352 0.18 -0.78 0.56 -0.102
C -19.864 -14.958 5.104 1.57 -1.24 -0.37 -0.659
O -21.100 -14.470 5.654 0.60 -1.16 -0.58 -0.107
C -22.121 -15.303 5.530 -4.66 -2.56 -0.61 0.669
O -22.324 -16.381 4.915 1.99 3.54 1.70 -0.605
O -23.185 -14.729 6.242 1.45 1.07 0.13 -0.283
C -24.519 -15.249 6.311 0.70 -1.85 -1.36 -0.712
H -19.609 -15.998 5.306 -0.88 -0.21 0.81 0.335
H -18.991 -14.458 5.525 -0.63 0.70 0.15 0.111
H -19.759 -15.002 4.020 -0.79 0.95 -0.22 0.394
H -24.733 -15.732 5.357 -0.09 -0.02 -0.15 0.305
H -25.320 -14.528 6.471 0.82 0.54 0.29 0.247
H -24.559 -16.065 7.033 -0.03 0.24 0.30 0.288
C -16.311 -16.907 4.779 -0.12 0.41 1.60 -0.472
O -16.170 -17.769 5.928 -1.11 -1.75 1.21 0.012
C -17.198 -17.854 6.882 1.02 -0.57 -1.33 0.596
O -18.058 -17.021 7.027 0.77 -0.74 0.06 -0.489
O -17.162 -19.021 7.622 -0.07 2.32 -0.44 -0.363
C -16.290 -20.107 7.346 0.34 -0.54 -0.68 -0.470
H -15.430 -16.987 4.143 0.00 -0.46 0.31 0.081
H -16.294 -15.929 5.259 -0.49 0.47 -0.82 0.138
H -17.207 -17.171 4.216 -0.05 0.29 0.09 0.339
H -15.915 -20.575 8.256 -0.25 0.50 0.33 0.290
H -15.429 -19.836 6.735 -0.26 0.13 -0.07 0.119
H -16.895 -20.865 6.848 0.17 -0.03 -0.24 0.265
C -10.735 -13.811 12.549 0.09 0.32 -0.39 -0.656
N -11.599 -14.837 11.898 0.71 -2.54 1.10 0.935
O -12.783 -14.669 11.977 -0.76 0.43 -0.54 -0.343
O -11.102 -15.932 11.537 -0.19 2.04 0.05 -0.572
H -11.414 -13.008 12.833 0.29 -0.04 -0.18 0.201
H -9.982 -13.492 11.829 -0.04 0.01 0.16 0.153
H -10.281 -14.252 13.437 -0.05 -0.19 -0.24 0.315
C -7.966 -13.418 5.507 -0.79 -0.95 -0.51 -0.382
N -8.380 -14.493 4.523 0.42 -0.71 -1.44 0.874
O -8.315 -15.690 4.887 -0.49 2.70 -0.66 -0.480
O -8.568 -14.110 3.362 -0.23 -0.96 1.49 -0.563
H -6.922 -13.726 5.552 -0.05 0.62 1.21 0.362
H -8.662 -13.543 6.337 0.88 -0.37 0.46 -0.106
H -8.125 -12.409 5.128 0.19 -0.41 -0.57 0.255
C -16.828 -12.122 4.372 -0.88 -1.43 0.03 -0.630
N -17.287 -10.758 4.475 0.34 3.85 0.30 0.903
O -16.995 -10.169 5.536 -0.38 -0.86 -1.09 -0.496
O -17.815 -10.154 3.536 0.59 -1.67 1.09 -0.586
H -17.648 -12.669 3.906 0.15 -0.12 -0.07 0.329
H -16.697 -12.461 5.399 0.28 -0.11 -0.30 0.135
H -15.933 -12.209 3.756 -0.05 0.32 0.20 0.326
C -8.339 -15.681 9.528 -0.13 0.15 -0.25 -0.429
N -7.655 -14.368 9.378 0.49 0.40 0.92 0.973
O -7.670 -13.610 10.310 -0.77 0.66 1.47 -0.534
O -6.984 -14.125 8.408 -0.03 -0.70 -1.52 -0.579
H -7.505 -16.330 9.794 -0.25 -0.43 -0.60 0.389
H -8.858 -15.828 8.581 0.39 -0.63 0.01 0.121
H -9.056 -15.708 10.348 0.16 0.57 -0.06 0.073
C -11.558 -15.986 4.298 -0.39 -0.04 -0.41 -0.837
N -11.207 -16.229 5.722 0.42 -1.03 0.60 0.930
O -11.107 -17.369 6.171 -0.38 0.79 -1.10 -0.550
O -10.962 -15.256 6.388 0.10 1.08 0.51 -0.338
H -10.646 -16.118 3.716 -0.11 -0.53 0.05 0.328
H -11.865 -14.955 4.124 -0.02 -0.03 0.65 0.235
H -12.388 -16.648 4.048 0.41 -0.22 -0.13 0.226
C -18.107 -14.200 9.921 -0.09 0.94 -0.01 -0.833
N -16.994 -15.008 10.461 -2.86 -0.97 -0.95 0.844
O -15.913 -14.543 10.307 2.37 0.20 0.46 -0.338
O -17.303 -16.139 10.779 0.85 -0.08 0.70 -0.595
H -18.215 -14.610 8.917 -0.27 0.24 -0.03 0.374
H -17.741 -13.173 9.923 -0.18 -0.10 -0.24 0.125
H -19.026 -14.274 10.502 0.30 -0.40 0.02 0.390
C -15.340 -12.052 13.698 -1.14 0.65 0.30 -0.598
N -16.417 -12.168 12.656 0.66 0.06 -2.12 0.780
O -17.479 -12.653 12.967 0.01 0.01 0.77 -0.562
O -16.154 -11.845 11.503 0.24 0.23 0.80 -0.309
H -15.706 -11.252 14.341 -0.30 -0.44 0.50 0.344
H -14.393 -11.634 13.355 -0.14 -0.92 -0.68 -0.004
H -15.393 -13.043 14.150 0.68 0.34 0.31 0.300
C -11.933 -20.547 5.153 0.87 0.52 -0.60 -0.619
N -13.364 -20.620 4.694 -0.89 0.27 0.29 0.871
O -13.756 -21.751 4.389 0.10 1.97 0.23 -0.534
O -14.058 -19.561 4.685 1.83 -2.76 -0.15 -0.479
H -11.308 -20.240 4.315 -0.47 0.43 -0.42 0.323
H -11.485 -21.518 5.366 -0.94 -0.05 0.53 0.325
H -11.781 -19.788 5.921 -0.45 -0.35 0.04 0.107
C -20.542 -12.053 8.753 0.50 1.19 -0.81 -0.484
N -20.140 -11.731 7.320 -1.61 -0.82 -1.07 0.671
O -21.012 -11.318 6.496 3.01 -0.77 2.41 -0.537
O -19.039 -12.213 7.071 -0.70 1.09 -0.98 -0.227
H -19.621 -12.029 9.336 -0.15 -0.25 -0.21 -0.027
H -20.921 -13.058 8.571 -0.49 0.20 0.76 0.330
H -21.174 -11.250 9.133 -0.53 -0.60 -0.22 0.314
C -16.203 -8.762 8.609 0.75 0.51 -0.06 -0.352
N -17.252 -9.052 9.601 -0.59 -3.48 1.12 0.923
O -18.294 -9.636 9.238 1.50 1.77 0.44 -0.525
O -16.877 -8.998 10.776 -0.97 0.81 -1.08 -0.503
H -15.269 -8.986 9.125 -0.09 0.12 0.01 0.099
H -16.242 -7.688 8.429 -0.01 -0.16 -0.42 0.356
H -16.265 -9.401 7.728 -0.64 0.36 0.06 0.034
C -13.529 -10.137 5.332 0.58 0.07 -0.30 -0.647
N -12.862 -11.486 5.342 -3.32 -0.71 0.06 0.852
O -13.541 -12.428 4.889 1.77 1.36 0.25 -0.456
O -11.868 -11.565 6.001 1.22 -0.72 -0.12 -0.458
H -12.829 -9.470 5.836 -0.27 0.01 -0.08 0.339
H -14.466 -10.254 5.875 0.04 0.03 -0.21 0.068
H -13.679 -9.829 4.297 -0.18 -0.12 0.14 0.307
C -13.383 -14.310 8.594 -0.04 -0.76 0.89 -0.905
N -14.255 -15.002 7.577 0.89 -0.89 0.71 1.188
O -14.948 -14.343 6.834 -0.01 0.32 -0.01 -0.470
O -14.226 -16.226 7.595 0.06 0.67 -0.23 -0.575
H -13.903 -13.404 8.905 0.49 -0.01 -0.19 0.284
H -12.316 -14.287 8.372 -0.30 0.78 -1.36 0.160
H -13.250 -15.004 9.424 -1.08 -0.04 0.24 0.234
C -13.583 -18.451 13.268 -1.37 -0.46 1.25 -0.455
N -14.717 -18.110 14.220 0.74 2.60 -0.15 0.857
O -15.312 -19.021 14.760 0.15 1.00 -0.21 -0.546
O -14.869 -16.877 14.369 -0.51 -2.26 0.40 -0.515
H -13.567 -17.696 12.482 -0.13 -0.45 -0.05 0.059
H -13.939 -19.467 13.096 1.12 -0.07 -1.06 0.343
H -12.688 -18.384 13.887 0.02 -0.25 -0.21 0.234
C -9.942 -11.115 8.106 -0.99 0.70 -1.12 -0.716
N -10.402 -11.792 9.353 4.66 3.69 1.23 1.109
O -10.500 -12.942 9.320 -1.94 -5.81 -0.92 -0.390
O -10.246 -11.204 10.408 -1.02 1.26 0.09 -0.546
H -9.645 -11.829 7.338 -0.55 -0.34 0.46 -0.030
H -9.085 -10.448 8.203 -0.44 0.08 0.95 0.374
H -10.853 -10.608 7.789 0.48 0.36 -0.33 0.288
C -13.033 -8.517 12.593 -0.85 -1.23 1.36 -0.493
N -12.278 -8.930 11.397 0.23 1.08 -0.18 0.801
O -12.853 -9.599 10.542 0.97 0.62 0.64 -0.403
O -11.143 -8.463 11.377 -0.84 -0.97 -0.90 -0.489
H -13.623 -9.372 12.924 -0.07 -0.11 -0.27 -0.032
H -13.769 -7.733 12.413 0.53 0.18 -0.37 0.295
H -12.329 -8.330 13.403 -0.05 0.51 -0.41 0.348
```
Forces are in eV/Å.



Number 1: LUMO energy 0.3 eV. Number 2: LUMO energy -0.6 eV.